Record 1
The following is a quantum chemistry calculation of a cluster of 9 separate species, C36H99N9O9 in total at a distorted geometry, from the OMol25 dataset.

Each line ends with the Mulliken charge.
CARTESIAN COORDINATES (ANGSTROEM)
1 H 24.055 1.310 1.385  0.1008
2 H 22.356 -9.337 2.791  0.2760
3 C 21.394 1.295 -2.611  0.1550
4 C 16.839 0.220 0.266  -0.8435
5 H 22.446 -3.190 0.485  -2.3064
6 H 17.913 2.184 -1.756  -0.0760
7 H 20.007 1.892 -5.047  0.3509
8 C 21.808 -2.319 0.310  4.9821
9 C 19.738 -5.856 -2.573  0.4571
10 H 19.630 -8.765 -3.112  0.2112
11 O 23.340 -6.091 3.093  -0.5489
12 C 20.298 -1.248 8.900  0.2193
13 C 19.511 1.219 -4.343  -1.4631
14 C 25.979 2.100 2.014  0.4484
15 H 18.876 -4.928 7.414  0.3115
16 H 22.661 -0.938 1.717  0.5309
17 H 20.846 -8.841 5.489  0.3686
18 H 20.553 -6.473 -2.960  0.2637
19 N 21.158 -0.777 7.785  -0.7555
20 H 23.567 2.630 -2.055  0.2785
21 O 18.084 -6.767 4.730  -0.3796
22 H 18.557 -7.629 7.135  -0.0024
23 C 22.494 -1.022 0.641  -2.3243
24 H 21.064 -3.204 -1.426  -0.3537
25 H 20.795 -1.092 9.855  0.4799
26 H 19.228 0.116 -1.766  0.1323
27 N 18.643 -9.688 6.948  -0.7560
28 C 17.754 1.440 0.358  0.1036
29 H 22.338 -2.309 -1.617  0.2924
30 O 26.421 0.061 3.184  -0.3437
31 H 18.863 1.863 -3.748  0.1831
32 H 19.442 -3.856 -2.333  0.1268
33 H 18.778 -6.910 2.799  0.6040
34 C 26.824 -1.290 3.061  -0.1965
35 H 26.355 2.610 2.917  0.1996
36 C 20.466 0.440 -3.443  0.2633
37 C 25.135 -3.261 0.293  -1.4568
38 C 18.404 -6.172 -3.260  -0.8976
39 C 24.468 1.949 2.167  -1.2795
40 H 21.671 -5.055 2.555  0.0283
41 H 23.247 -4.468 -2.385  0.4198
42 H 24.876 -8.438 0.187  0.2817
43 H 20.260 -1.042 -2.012  0.5150
44 H 24.893 -1.532 -1.442  0.1789
45 C 24.754 -3.567 -1.145  0.2953
46 H 18.720 -5.645 -0.650  0.3938
47 C 18.985 -0.459 8.862  -1.3914
48 H 23.273 3.907 -3.229  0.2852
49 H 16.379 -2.306 2.268  0.1829
50 H 18.492 -0.601 7.901  0.2325
51 H 23.952 2.900 2.254  0.4420
52 H 19.172 -8.111 -4.669  0.3250
53 H 25.852 3.869 0.993  0.2620
54 H 18.356 -0.824 9.675  0.3574
55 H 23.117 -6.684 -2.755  0.4170
56 H 19.190 0.606 8.959  0.3928
57 H 20.595 -4.581 7.084  0.4183
58 H 18.973 0.486 -4.942  0.3701
59 C 23.463 -6.811 1.871  0.2722
60 H 19.201 -9.774 7.788  0.2584
61 H 16.454 2.600 -0.837  0.4921
62 C 20.499 -2.527 1.098  -1.3448
63 H 20.047 -6.892 3.914  0.1836
64 O 19.483 -2.917 7.352  -0.2111
65 C 16.464 -1.870 1.274  -0.6295
66 H 19.283 -4.298 5.850  -0.0343
67 H 24.327 1.366 3.084  0.3562
68 H 17.670 -9.777 7.221  0.2638
69 H 18.940 -3.194 3.143  -0.0296
70 C 18.766 -8.468 -3.717  -0.6953
71 H 20.061 -4.162 -3.742  0.2577
72 H 25.663 -3.975 -1.601  0.4947
73 H 18.842 -1.468 2.967  0.0918
74 H 25.864 -2.447 0.293  0.6464
75 H 26.341 0.218 1.126  0.1432
76 H 24.336 -2.965 0.977  -0.1543
77 H 22.131 3.713 -1.887  0.2768
78 H 20.954 -8.308 7.217  0.5203
79 H 22.655 -4.401 3.887  0.3137
80 H 20.436 -5.790 -0.440  0.0800
81 H 24.162 -6.227 1.264  -0.0589
82 H 22.149 -6.693 -1.207  -0.0467
83 H 18.141 -9.343 -3.884  0.2790
84 C 20.427 -8.203 6.269  -1.3839
85 O 17.951 -7.500 -3.092  -0.3837
86 H 19.111 -5.379 3.615  -0.5026
87 H 21.030 -0.298 -4.019  0.3294
88 H 23.445 -0.933 0.109  0.2121
89 H 22.849 -8.211 3.783  0.1947
90 H 18.559 -5.924 -4.319  0.5003
91 H 19.234 0.375 1.212  0.1269
92 H 17.595 -5.581 -2.830  0.3655
93 C 19.567 -4.252 6.898  -0.6335
94 H 19.477 -7.194 -0.925  0.4340
95 H 20.748 -1.185 6.949  0.2701
96 O 17.008 -0.577 1.409  -0.3123
97 N 26.219 2.935 0.839  -0.6683
98 H 19.665 1.830 0.720  0.2644
99 C 19.968 -2.740 8.662  -0.7057
100 C 19.538 -2.277 3.230  -0.1532
101 C 23.136 -6.807 -1.662  -0.6588
102 H 20.149 -3.569 1.071  0.2769
103 H 26.735 -1.702 4.067  0.2991
104 H 19.280 -3.135 9.418  0.3679
105 C 22.778 3.175 -2.589  -0.6917
106 C 24.330 -9.008 0.941  -1.4578
107 C 22.690 -4.842 2.892  0.0311
108 H 19.786 -2.126 4.281  0.0519
109 N 21.440 -2.297 -1.124  -0.0964
110 H 22.151 0.684 -2.103  0.0602
111 H 22.474 -6.931 1.414  0.0526
112 C 26.716 0.780 1.997  -0.5196
113 H 23.280 -4.206 2.230  -0.1012
114 H 17.133 -2.472 0.645  0.1383
115 H 19.726 -1.900 0.639  0.2276
116 H 27.209 3.145 0.700  0.2395
117 C 19.611 -6.120 -1.075  -1.3700
118 C 17.535 2.441 -0.770  -1.1368
119 H 22.767 -4.334 -0.728  -0.2615
120 H 15.810 0.597 0.222  0.4518
121 N 20.135 -4.467 -2.771  -0.4780
122 O 22.060 2.287 -3.410  -0.4666
123 H 23.504 -7.827 -1.564  0.4024
124 H 25.624 -4.108 0.783  0.5901
125 H 22.062 -1.226 7.913  0.2749
126 H 21.938 -0.129 0.345  0.3203
127 H 17.116 -0.307 -0.656  0.4298
128 H 24.629 -2.384 -2.775  0.2928
129 C 24.057 -8.188 2.199  0.3893
130 C 19.051 -6.454 3.768  -0.0030
131 C 18.914 -8.343 6.383  1.0279
132 H 27.805 0.859 1.915  0.4169
133 N 24.339 -2.300 -1.803  -0.6216
134 O 24.063 -5.885 -1.141  -0.5176
135 H 20.902 -3.313 8.748  0.3958
136 O 20.712 -2.256 2.475  -0.4070
137 C 23.634 -4.554 -1.363  -0.1128
138 H 15.473 -1.871 0.808  0.4298
139 N 19.661 -0.388 -2.539  -0.6491
140 N 23.212 -8.918 3.142  -0.6884
141 H 17.064 -8.389 5.351  0.3634
142 N 19.174 0.995 0.403  -0.4340
143 H 17.964 3.400 -0.477  0.3730
144 H 17.562 1.944 1.313  0.5981
145 H 20.889 1.828 -1.796  0.0761
146 H 25.018 -8.054 2.698  0.2779
147 H 27.869 -1.420 2.766  0.3221
148 H 20.700 -7.192 5.943  0.0884
149 C 18.098 -8.136 5.111  -0.8546
150 H 23.430 -9.404 0.467  0.3484
151 H 26.148 -1.819 2.385  -0.2622
152 H 24.978 -9.845 1.203  0.4046
153 H 18.411 -8.753 4.264  0.3283

Atoms 1-6, force components in eV/Å:
-0.05 0.37 -0.31
0.34 -0.03 -0.76
0.84 0.91 -0.22
0.40 0.93 -0.31
0.04 0.43 0.52
0.11 -0.40 0.10

Computed properties:
HOMO-LUMO gap: 8.74 eV
energy above the lowest of the compared OMol25 structures with the same formula, charge and spin: 30.65 kcal per mole
SMILES: COC[C@H](C)N.COC[C@H](C)N.COC[C@H](C)N.COC[C@H](C)N.COC[C@H](C)N.COC[C@H](C)N.COC[C@H](C)N.COC[C@H](C)N.COC[C@H](C)N

Record 2
The following is a quantum chemistry calculation of a cluster of 5 separate species, C11H26Br8NP in total at a distorted geometry, from the OMol25 dataset.

Each line ends with the Mulliken charge.
CARTESIAN COORDINATES (ANGSTROEM)
1 C 1.962 -4.538 -2.135  -0.6154
2 Br -0.562 -7.457 0.451  -0.1244
3 Br 2.597 1.291 1.090  -0.1076
4 H 1.837 1.010 -5.772  0.3848
5 H -1.007 -7.183 2.895  0.3488
6 H 0.166 5.521 3.251  0.2309
7 H -1.326 6.485 4.044  0.2894
8 H -0.725 3.539 1.461  -0.1362
9 H 0.684 -0.869 1.712  0.2817
10 H 1.088 4.808 -1.411  0.0534
11 H 0.096 -0.536 3.361  0.3160
12 Br 1.425 -5.010 -3.950  -0.1790
13 C -0.756 6.251 3.046  -0.9033
14 H -0.472 0.248 -3.846  0.3457
15 H 0.584 2.176 -5.273  0.3228
16 H 0.091 -5.352 -1.340  0.1986
17 C -0.775 4.606 0.965  -0.2464
18 H 2.665 -5.319 -1.834  0.3831
19 Br 0.973 -1.602 -4.704  -0.0954
20 C 1.093 1.246 -5.006  -0.5742
21 C 0.472 -0.081 2.440  -0.4870
22 H -2.495 -7.561 1.987  0.3441
23 Br 2.075 1.661 -3.371  -0.1427
24 H 0.335 5.040 1.013  0.2875
25 H -0.336 7.298 2.662  0.2314
26 C -1.984 -5.468 1.947  -0.6225
27 H -2.514 4.824 2.429  0.2219
28 C -1.738 5.555 1.898  -0.2525
29 Br -1.024 0.957 1.739  -0.1014
30 H -2.336 -5.154 0.961  0.3643
31 H 1.397 1.736 3.237  0.3354
32 C 1.662 0.803 2.731  -0.5371
33 Br -0.280 -2.884 -1.458  -0.1021
34 P 0.157 3.691 -1.314  0.0017
35 C 0.772 -4.507 -1.204  -0.3344
36 Br -0.471 -4.323 2.402  -0.1298
37 H 0.681 2.754 -0.311  0.0755
38 C -1.603 -6.928 2.014  -0.5208
39 N -1.277 4.415 -0.461  -0.5300
40 H 2.490 -3.583 -2.196  0.3919
41 H -1.503 5.322 -0.926  0.3159
42 H 2.403 0.267 3.331  0.3734
43 H -2.750 -5.235 2.692  0.3627
44 C 0.093 0.138 -4.776  -0.5835
45 H -0.604 0.068 -5.614  0.3376
46 H 1.099 -4.472 -0.161  0.2197
47 H -2.360 6.352 1.304  0.3074

Atoms 1-6, force components in eV/Å:
0.10 -0.19 -0.07
-0.01 -0.09 0.20
-0.01 -0.02 0.15
-0.23 -0.05 0.23
-0.15 0.17 -0.23
-2.09 1.67 -0.31

Computed properties:
HOMO-LUMO gap: 8.29 eV
SMILES: BrCCBr.BrCCBr.BrCCBr.BrCCBr.CCCNP

Record 3
The following is a quantum chemistry calculation of a cluster of 3 separate species, C14H34F3O3PS2Si in total, from the OMol25 dataset.

Each line ends with the Mulliken charge.
CARTESIAN COORDINATES (ANGSTROEM)
1 H -0.323 -2.187 6.059  0.3526
2 H -1.836 -0.495 -3.202  0.0310
3 C 2.450 -2.495 5.861  -1.0745
4 C 3.162 3.638 2.207  -0.7018
5 H 3.052 0.312 0.533  0.4503
6 H -4.131 0.073 -1.632  0.2687
7 S 1.548 -1.285 4.886  0.6989
8 C -0.536 3.912 -1.049  -1.3803
9 H -3.834 -2.281 -6.207  0.3137
10 H -0.598 -0.518 5.491  0.3009
11 H 0.411 -0.798 6.934  0.3707
12 H -4.233 -5.081 -3.668  0.3480
13 H 1.839 -3.391 5.967  0.3367
14 H -2.886 -1.084 -1.262  0.2175
15 H -2.775 0.539 -0.608  0.4095
16 C 0.113 -1.193 5.963  -1.0639
17 C -3.302 -4.574 -3.415  -1.0561
18 H 2.917 3.808 1.153  0.2026
19 S -3.397 -2.866 -3.966  0.7094
20 H 0.605 -0.980 -2.867  -0.2390
21 H 2.696 -2.067 6.832  0.3758
22 C 1.617 1.134 1.910  -0.5297
23 H -4.597 -3.838 -5.783  0.3397
24 O -4.662 -2.309 -3.423  -0.6222
25 F 2.572 0.678 -4.119  -0.2719
26 H -2.832 -3.751 -6.115  0.3702
27 C 2.777 1.388 2.861  -0.7133
28 H 3.900 4.375 2.521  0.2766
29 H -2.448 -5.060 -3.886  0.3638
30 P -0.891 1.614 -2.589  -0.1160
31 H 0.952 2.004 1.892  0.1729
32 C 2.394 1.061 -2.825  0.7687
33 H 3.347 0.463 2.970  0.3181
34 H 3.363 -2.726 5.317  0.3241
35 C -1.179 2.527 -0.998  -0.3020
36 H -2.963 0.797 -3.505  0.4803
37 H -0.725 4.461 -0.125  0.3794
38 H 1.369 -1.160 -0.165  0.6319
39 F 2.365 2.422 -2.825  -0.2451
40 C 1.073 -0.112 -0.249  -0.9100
41 F 3.534 0.714 -2.164  -0.2682
42 H 0.546 3.837 -1.180  0.2589
43 C -2.286 0.393 -2.753  -0.2634
44 H 2.240 1.725 -0.064  0.1425
45 H -0.925 4.491 -1.886  0.4188
46 H 2.253 3.784 2.800  0.3270
47 C -3.695 -3.233 -5.699  -1.0682
48 H -0.782 1.971 -0.145  0.1525
49 O 1.106 -1.976 3.645  -0.6291
50 H -3.167 -4.555 -2.336  0.3037
51 C -3.057 -0.032 -1.491  -1.0545
52 H 1.039 0.301 2.320  0.4521
53 C 2.076 0.798 0.492  -0.3838
54 H 2.409 1.668 3.858  0.3921
55 O 3.707 2.349 2.399  -0.4261
56 H 0.095 -0.044 0.239  0.4806
57 H -2.257 2.605 -0.845  0.4944
58 Si 0.790 0.253 -2.066  0.0846

Atoms 1-6, force components in eV/Å:
0.00 0.00 -0.01
-0.05 0.08 -0.17
0.00 -0.01 0.00
-0.11 -0.03 0.01
-0.01 -0.02 -0.05
0.00 0.02 -0.01

Computed properties:
HOMO-LUMO gap: 8.77 eV
energy above the lowest of the compared OMol25 structures with the same formula, charge and spin: 0.00 kcal per mole